Entry 1:
This record from OMol25 describes a cluster of 2 separate species, C12H34B2N3O6P in total. The level of theory is the ωB97M-V functional and the def2-TZVPD basis.

Geometry (Å):
C1 -2.242 -4.483 4.057
C2 -2.219 -3.405 2.877
N1 -1.372 -2.277 3.346
B1 -1.764 -0.950 2.736
O1 -1.649 -0.750 1.272
C3 -2.001 0.626 1.176
P1 -2.100 1.314 -0.573
C4 -2.177 3.204 -0.543
C5 -0.363 0.947 -1.266
C6 -3.272 0.772 2.149
C7 -3.340 1.976 3.173
O2 -2.559 3.126 2.810
O3 -1.261 3.059 3.338
B2 -4.656 0.383 1.405
N2 -5.720 1.328 1.005
O4 -4.909 -1.018 1.138
O5 -3.083 -0.360 3.036
H1 -2.839 -5.395 3.788
H2 -1.192 -4.740 4.359
H3 -2.723 -3.959 4.934
H4 -3.257 -3.102 2.573
H5 -1.689 -3.932 2.026
H6 -1.486 -2.238 4.363
H7 -0.898 -0.185 3.166
H8 -1.136 1.220 1.614
H9 -3.183 3.559 -0.872
H10 -1.937 3.653 0.457
H11 -1.405 3.612 -1.258
H12 -0.422 0.332 -2.198
H13 0.198 1.915 -1.424
H14 0.193 0.351 -0.494
H15 -3.049 1.576 4.181
H16 -4.405 2.318 3.261
H17 -1.005 2.131 3.510
H18 -6.241 0.841 0.265
H19 -5.301 2.141 0.548
H20 -4.446 -1.176 0.298
C8 2.991 -0.908 -2.953
N3 4.465 -0.659 -3.199
C9 4.941 -1.668 -4.213
C10 5.224 -0.856 -1.919
C11 4.714 0.737 -3.782
C12 4.304 1.888 -2.875
O6 2.915 1.822 -2.610
H21 2.853 -1.978 -2.787
H22 2.680 -0.379 -2.058
H23 2.430 -0.586 -3.827
H24 4.784 -2.666 -3.807
H25 6.001 -1.501 -4.399
H26 4.368 -1.533 -5.128
H27 4.840 -0.169 -1.168
H28 6.280 -0.666 -2.111
H29 5.073 -1.882 -1.587
H30 4.149 0.776 -4.715
H31 5.778 0.800 -4.001
H32 4.522 2.837 -3.373
H33 4.857 1.874 -1.931
H34 2.741 2.302 -1.792

maximum force: 0.0397 hartree/bohr
gap between HOMO and LUMO: 4.86 eV
HOMO level: -6.0 eV
electronic energy: -40388.1114 eV
net charge: 0
lowest unoccupied orbital energy: -0.0422 hartree

---

Entry 2:
This record from OMol25 describes a structure of composition C37H34CaIN7O9Si. The level of theory is the ωB97M-V functional and the def2-TZVPD basis.

Geometry (Å):
Ca1 0.972 -0.372 0.344
C1 1.571 -0.702 4.377
C2 0.091 -0.578 4.547
N1 -0.410 -0.592 5.756
C3 -1.748 -0.517 5.919
C4 -2.631 -0.382 4.880
C5 -4.102 -0.360 5.192
O1 -4.809 -1.480 4.652
C6 -2.121 -0.330 3.554
C7 -3.037 -0.084 2.460
N2 -2.728 0.024 1.225
C8 -3.747 0.324 0.330
C9 -4.596 1.416 0.526
C10 -5.567 1.745 -0.404
C11 -5.716 0.986 -1.553
C12 -4.879 -0.103 -1.766
C13 -3.905 -0.423 -0.838
I1 -2.632 -2.038 -1.182
C14 -0.722 -0.468 3.355
O2 -0.178 -0.516 2.215
H1 2.063 -0.489 5.324
H2 1.951 -0.053 3.584
H3 1.847 -1.712 4.060
H4 -2.107 -0.562 6.941
H5 -4.591 0.541 4.808
H6 -4.225 -0.359 6.281
H7 -4.149 -2.095 4.314
H8 -4.085 0.054 2.750
H9 -4.455 2.021 1.413
H10 -6.202 2.606 -0.234
H11 -6.459 1.248 -2.294
H12 -4.968 -0.694 -2.667
O3 4.137 -2.080 2.260
C15 3.686 -1.523 1.262
O4 2.881 -0.536 1.258
C16 4.138 -2.006 -0.115
C17 5.077 -2.999 -0.149
C18 5.604 -3.467 -1.359
C19 5.195 -2.910 -2.559
C20 4.274 -1.893 -2.546
C21 3.636 -1.398 -1.343
O5 2.716 -0.557 -1.386
N3 3.946 -1.319 -3.840
O6 3.670 -0.137 -3.899
O7 4.022 -2.045 -4.823
N4 6.594 -4.502 -1.369
O8 7.132 -4.794 -2.434
O9 6.870 -5.060 -0.315
H13 5.416 -3.410 0.793
H14 5.603 -3.259 -3.496
N5 2.428 3.690 0.281
C22 2.311 2.336 0.205
N6 1.228 1.891 0.775
C23 0.586 3.010 1.275
C24 -0.610 3.107 1.978
C25 -1.035 4.370 2.341
C26 -0.292 5.515 2.016
C27 0.902 5.431 1.326
C28 1.326 4.156 0.968
H15 3.174 4.235 -0.113
H16 3.043 1.703 -0.272
H17 -1.169 2.214 2.212
H18 -1.962 4.482 2.887
H19 -0.662 6.488 2.316
H20 1.475 6.315 1.080
C29 -2.291 0.903 -3.765
Si1 -0.726 1.071 -2.690
C30 -1.054 2.574 -1.594
C31 0.667 1.568 -3.870
N7 -0.348 -0.261 -1.702
C32 -0.086 -1.493 -2.229
C33 0.360 -2.557 -1.406
C34 0.678 -3.809 -1.894
C35 0.541 -4.096 -3.245
C36 0.075 -3.086 -4.082
C37 -0.237 -1.831 -3.598
H21 -2.696 1.893 -3.989
H22 -3.063 0.336 -3.246
H23 -2.098 0.402 -4.714
H24 -1.750 3.257 -2.085
H25 -0.138 3.130 -1.387
H26 -1.491 2.279 -0.643
H27 0.633 2.636 -4.099
H28 0.629 1.022 -4.814
H29 1.631 1.336 -3.415
H30 0.465 -2.384 -0.340
H31 1.036 -4.570 -1.210
H32 0.803 -5.070 -3.636
H33 -0.035 -3.282 -5.143
H34 -0.575 -1.074 -4.289

maximum force: 0.0389 hartree/bohr
gap between HOMO and LUMO: 6.23 eV
HOMO level: -2.3 eV
electronic energy: -102199.3603 eV
net charge: -2
energy above the lowest of the compared OMol25 structures with the same formula, charge and spin: 54.9 kJ/mol
lowest unoccupied orbital energy: 0.1428 hartree

---

Entry 3:
This record from OMol25 describes the molecule C4H9NO2. The level of theory is the ωB97M-V functional and the def2-TZVPD basis.

Geometry (Å):
C1 -1.190 1.450 -0.239
C2 -0.252 0.351 0.251
C3 -0.824 -1.087 0.166
O1 -0.578 -1.820 1.337
N1 1.002 0.474 -0.494
C4 2.043 -0.362 -0.318
O2 2.061 -1.299 0.468
H1 -0.798 2.438 0.030
H2 -2.178 1.350 0.218
H3 -1.316 1.416 -1.328
H4 -0.047 0.516 1.317
H5 -1.912 -1.052 0.043
H6 -0.404 -1.591 -0.717
H7 0.391 -1.885 1.394
H8 1.101 1.229 -1.157
H9 2.902 -0.128 -0.971

maximum force: 0.0077 hartree/bohr
gap between HOMO and LUMO: 10.68 eV
HOMO level: -9.9 eV
electronic energy: -9879.2256 eV
net charge: 0
energy above the lowest of the compared OMol25 structures with the same formula, charge and spin: 80.6 kJ/mol
lowest unoccupied orbital energy: 0.0283 hartree
SMILES string: C[C@@H](CO)NC=O

---

Entry 4:
This record from OMol25 describes a structure of composition C21H33BaBr2NO5PS3. The level of theory is the ωB97M-V functional and the def2-TZVPD basis.

Geometry (Å):
Ba1 -2.372 -0.071 1.862
C1 0.685 -1.186 -2.401
C2 0.729 -2.521 -2.056
C3 -0.509 -3.087 -2.451
C4 -1.320 -2.072 -3.101
C5 -0.611 -0.914 -3.064
C6 -1.003 0.435 -3.568
C7 -2.675 -2.331 -3.679
C8 -0.933 -4.498 -2.247
C9 1.862 -3.277 -1.436
C10 1.714 -0.135 -2.166
H1 -0.298 0.801 -4.322
H2 -1.009 1.168 -2.757
H3 -1.999 0.426 -4.009
H4 -2.654 -3.176 -4.375
H5 -3.044 -1.464 -4.226
H6 -3.407 -2.564 -2.901
H7 -0.781 -5.091 -3.157
H8 -1.995 -4.552 -1.996
H9 -0.362 -4.971 -1.448
H10 1.537 -3.849 -0.565
H11 2.658 -2.614 -1.103
H12 2.307 -3.983 -2.144
H13 1.983 0.368 -3.101
H14 2.627 -0.532 -1.721
H15 1.326 0.639 -1.494
C11 -2.422 5.290 4.427
C12 -1.746 5.449 3.084
O1 -2.428 4.633 2.121
P1 -1.598 3.544 1.284
S1 -2.865 2.591 0.113
S2 -0.470 2.430 2.483
O2 -0.644 4.552 0.457
C13 0.439 4.031 -0.331
C14 0.063 3.992 -1.797
H16 -1.952 5.944 5.165
H17 -2.332 4.258 4.766
H18 -3.480 5.542 4.355
H19 -0.697 5.157 3.148
H20 -1.797 6.479 2.724
H21 0.718 3.042 0.038
H22 1.284 4.700 -0.159
H23 -0.830 3.385 -1.939
H24 0.880 3.557 -2.377
H25 -0.138 4.997 -2.171
Br1 -2.918 -1.474 4.611
C15 -4.773 -1.256 1.502
Br2 -3.749 -2.046 -0.117
H26 -5.757 -1.126 1.038
H27 -4.845 -2.154 2.124
N1 0.086 -1.320 2.921
C16 1.410 -1.423 2.406
C17 2.127 -0.276 2.071
C18 3.373 -0.387 1.478
C19 3.930 -1.634 1.221
C20 3.234 -2.772 1.589
C21 1.976 -2.669 2.171
S3 5.513 -1.743 0.384
O3 5.318 -0.937 -0.818
O4 5.696 -3.165 0.124
O5 6.475 -1.175 1.320
H28 0.023 -0.660 3.691
H29 -0.264 -2.202 3.276
H30 1.686 0.699 2.242
H31 3.921 0.500 1.185
H32 3.677 -3.737 1.378
H33 1.422 -3.564 2.436

maximum force: 0.0108 hartree/bohr
gap between HOMO and LUMO (spin up / spin down): 7.24 / 6.70 eV
HOMO level (spin up / spin down): -3.2 / -3.2 eV
electronic energy: -216621.2058 eV
net charge: -2
expectation value of S²: 0.767
energy above the lowest of the compared OMol25 structures with the same formula, charge and spin: 80.4 kJ/mol
lowest unoccupied orbital energy (spin up / spin down): 0.1499 / 0.1303 hartree
spin multiplicity: 2

---

Entry 5:
This record from OMol25 describes a cluster of 2 separate species, C4H3FO in total. The level of theory is the ωB97M-V functional and the def2-TZVPD basis.

Geometry (Å):
C1 0.127 1.748 1.023
C2 0.678 0.732 0.723
C3 -0.863 -1.078 -0.141
C4 0.023 -0.876 -1.142
O1 -1.533 -1.326 0.816
F1 1.696 -0.048 0.769
H1 -0.732 2.383 1.158
H2 0.811 -0.070 -1.233
H3 -0.207 -1.464 -1.974

maximum force: 0.0475 hartree/bohr
gap between HOMO and LUMO (spin up / spin down): 6.68 / 8.15 eV
HOMO level (spin up / spin down): -6.0 / -10.5 eV
electronic energy: -8953.2064 eV
net charge: 0
expectation value of S²: 2.011
energy above the lowest of the compared OMol25 structures with the same formula, charge and spin: 134.0 kJ/mol
lowest unoccupied orbital energy (spin up / spin down): 0.0244 / -0.0874 hartree
spin multiplicity: 3

---

Entry 6:
This record from OMol25 describes the ion C9H10BrN4O with charge +1. The level of theory is the ωB97M-V functional and the def2-TZVPD basis.

Geometry (Å):
C1 0.956 0.165 -0.472
C2 1.518 -0.766 0.430
C3 2.603 -0.782 -1.484
C4 -0.221 1.070 -0.283
C5 0.605 -1.150 2.663
C6 -1.529 0.369 0.032
C7 -2.016 1.647 2.196
C8 -1.739 0.357 1.537
C9 3.550 -1.173 -2.539
N1 1.646 0.121 -1.613
N2 1.311 -1.002 1.708
N3 2.570 -1.342 -0.254
N4 -3.126 0.714 1.945
O1 -0.128 2.261 -0.384
Br1 0.489 -1.047 4.426
H1 -2.325 0.944 -0.461
H2 -1.537 -0.650 -0.352
H3 -1.744 1.778 3.233
H4 -2.059 2.575 1.634
H5 3.916 -0.286 -3.051
H6 4.387 -1.738 -2.134
H7 3.036 -1.784 -3.281
H8 3.197 -2.047 0.104
H9 -3.540 0.221 2.731
H10 -3.814 0.988 1.243

maximum force: 0.0684 hartree/bohr
gap between HOMO and LUMO (spin up / spin down): 6.17 / 6.18 eV
HOMO level (spin up / spin down): -11.1 / -11.1 eV
electronic energy: -87534.0272 eV
net charge: +1
energy above the lowest of the compared OMol25 structures with the same formula, charge and spin: 0.0 kJ/mol
lowest unoccupied orbital energy (spin up / spin down): -0.1817 / -0.1817 hartree

---

Entry 7:
This record from OMol25 describes a structure of composition C5H16NO2. The level of theory is the ωB97M-V functional and the def2-TZVPD basis.

Geometry (Å):
C1 0.779 0.267 -2.002
O1 0.536 -2.420 0.661
C2 -0.080 0.591 -0.761
C3 0.780 0.730 0.411
C4 0.067 0.613 1.825
C5 -0.742 1.827 2.151
N1 -0.919 1.846 -0.664
H1 0.111 0.171 -2.970
H2 1.584 1.045 -2.145
H3 1.202 -0.729 -1.803
H4 -0.877 -0.276 -0.768
H5 1.722 -0.036 0.214
H6 1.293 1.698 0.534
H7 -0.535 -0.327 1.910
H8 0.773 0.426 2.601
H9 -0.075 2.721 2.547
H10 -1.237 1.990 1.227
H11 -1.498 1.650 2.915
H12 1.222 -3.105 0.679
H13 -1.106 2.317 -1.581
H14 -0.262 -2.395 -0.636
H15 -1.107 -3.347 -1.469
H16 2.364 -0.443 0.417
O2 -0.783 -2.386 -1.508

maximum force: 0.1217 hartree/bohr
gap between HOMO and LUMO: 3.98 eV
HOMO level: -13.3 eV
electronic energy: -11010.5359 eV
net charge: +1
energy above the lowest of the compared OMol25 structures with the same formula, charge and spin: 1287.6 kJ/mol
lowest unoccupied orbital energy: -0.3428 hartree

---

Entry 8:
This record from OMol25 describes the molecule C4H6O2S. The level of theory is the ωB97M-V functional and the def2-TZVPD basis.

Geometry (Å):
C1 -1.110 0.006 0.358
C2 -0.010 -1.018 0.148
C3 -0.709 1.301 -0.393
C4 1.290 -0.258 0.122
O1 2.353 -0.562 -0.800
O2 2.506 -0.748 0.632
S1 1.064 1.502 0.236
H1 -1.902 -0.465 -0.085
H2 -1.397 0.225 1.403
H3 -0.197 -1.774 0.804
H4 0.084 -1.515 -0.844
H5 -0.702 1.122 -1.414
H6 -1.270 2.184 -0.166

maximum force: 0.0625 hartree/bohr
gap between HOMO and LUMO: 9.87 eV
HOMO level: -9.1 eV
electronic energy: -19171.3933 eV
net charge: 0
energy above the lowest of the compared OMol25 structures with the same formula, charge and spin: 377.6 kJ/mol
lowest unoccupied orbital energy: 0.0268 hartree
SMILES string: C1CSC2(C1)OO2

---

electronic energy of number 5 (C4H3FO)? -8953.2064 eV